Computed, not measured: a structure of composition C9H26GaINO6S3, with ωB97M-V/def2-TZVPD.

XYZ file:
```
47
Properties=species:S:1:pos:R:3:forces:R:3:mulliken_charge:R:1
C 0.761 2.237 -0.324 0.25 0.16 1.22 -0.593
C 1.150 3.377 0.681 -0.25 -0.34 -1.27 -0.703
S 1.975 4.746 -0.218 0.09 -0.04 0.21 -0.204
C 3.781 4.387 -0.217 0.56 0.02 0.17 -0.746
Ga 4.634 5.435 1.334 -1.26 0.01 0.27 0.181
N 4.058 7.276 1.208 0.72 -0.32 0.23 -0.580
I 7.246 5.281 1.417 0.14 0.03 -0.16 -0.498
H 1.582 2.141 -1.042 -0.30 -0.25 -0.04 0.302
H -0.179 2.502 -0.817 0.31 -0.02 -0.20 0.238
H 0.606 1.296 0.240 0.10 0.39 -0.47 0.100
H 1.749 2.995 1.512 -0.03 0.26 -0.10 0.381
H 0.203 3.803 1.034 0.41 0.06 0.34 0.330
H 4.191 4.783 -1.159 -0.37 -0.21 0.12 0.341
H 4.013 3.311 -0.181 -0.35 0.19 -0.11 0.275
H 4.068 4.830 2.702 0.17 -0.11 0.05 -0.199
H 4.675 7.785 0.588 -0.16 0.22 -0.15 0.195
H 3.113 7.320 0.852 -0.06 0.04 -0.20 0.203
O 1.276 -0.783 0.968 -0.34 -0.55 -0.22 -0.681
S 1.590 -1.877 0.094 0.81 -0.16 0.12 1.333
O 0.691 -2.291 -0.949 -0.11 0.29 0.34 -0.623
O 1.988 -3.159 0.978 0.07 0.42 -0.37 -0.307
C 1.062 -3.592 1.986 -0.63 -0.34 0.46 -0.346
C -0.104 -4.365 1.398 -0.05 0.16 -0.26 -0.689
C 3.183 -1.599 -0.614 0.00 -0.10 0.03 -1.061
H 0.716 -2.739 2.574 0.09 0.09 -0.14 0.304
H 1.629 -4.238 2.657 0.23 0.11 -0.15 0.293
H -0.742 -3.719 0.794 -0.03 -0.02 0.06 0.033
H -0.715 -4.794 2.192 0.07 0.02 0.04 0.388
H 0.253 -5.167 0.750 0.03 -0.03 0.08 0.261
H 3.877 -1.333 0.180 -0.04 0.01 0.01 0.336
H 3.086 -0.778 -1.322 -0.10 0.02 0.05 0.380
H 3.501 -2.503 -1.127 -0.04 0.00 0.01 0.349
O -3.208 -3.313 -2.128 -0.21 0.01 0.43 -0.678
S -3.436 -2.215 -1.230 0.11 0.63 -0.21 1.235
O -3.388 -2.397 0.194 -0.01 -0.29 -0.37 -0.610
O -4.837 -1.519 -1.613 0.47 0.00 -0.01 -0.278
C -5.999 -2.351 -1.693 -0.58 -0.41 0.12 -0.352
C -6.552 -2.694 -0.322 0.19 -0.09 0.16 -0.984
C -2.385 -0.867 -1.673 -0.08 0.01 0.02 -0.681
H -5.782 -3.253 -2.270 0.16 0.06 0.03 0.323
H -6.741 -1.781 -2.253 0.21 0.16 -0.04 0.273
H -5.867 -3.341 0.227 -0.01 0.01 -0.03 0.292
H -7.508 -3.212 -0.414 0.00 0.05 -0.08 0.384
H -6.692 -1.791 0.273 -0.05 0.01 -0.06 0.259
H -2.463 -0.699 -2.744 -0.04 -0.04 0.01 0.388
H -1.367 -1.148 -1.406 -0.03 -0.11 0.03 0.113
H -2.691 0.015 -1.116 -0.02 -0.04 0.02 0.325
```
Forces are in eV/Å.

Output
**HOMO energy**: -4.1 eV
**LUMO level**: 2.060 eV
**Total charge**: -1
**Orbital gap**: 6.2 eV